1.
This record from the Open Molecules 2025 dataset describes the ion C9H13O3 with charge +1 in a non-equilibrium geometry. The level of theory is the ωB97M-V functional and the def2-TZVPD basis.

Computed properties:
- Net charge: +1
- Relative energy (zero: lowest compared OMol25 entry of this formula, charge and spin): 90.33 kcal per mole
- Kohn-Sham gap: 9.907 eV
- Maximum force: 5.1 eV/A
- 2S+1: 1
- DFT total energy: -15673.5974 eV
- E_LUMO: -0.118 Ha

CARTESIAN COORDINATES (ANGSTROEM)
1 O -3.306 1.245 0.448
2 O -1.741 -0.783 -0.162
3 O -1.977 1.175 0.908
4 C -0.579 -0.635 -1.072
5 C -0.509 -1.917 -1.763
6 C 2.477 -0.287 1.309
7 C 0.980 1.260 -0.561
8 C 1.438 -0.816 0.585
9 C 0.679 -0.146 -0.346
10 C 2.838 1.073 0.995
11 C 2.097 1.777 0.048
12 C -1.590 -0.141 1.051
13 H -1.425 -2.227 -2.286
14 H 0.143 -1.918 -2.601
15 H 1.297 -1.767 0.937
16 H -0.481 -0.025 1.290
17 H 0.260 1.965 -1.035
18 H 2.307 2.904 -0.086
19 H 3.106 -0.876 2.048
20 H -3.633 2.118 0.474
21 H -2.598 -0.507 -0.523
22 H -0.239 -2.755 -1.085
23 H -0.898 0.356 -1.880
24 H -2.280 -0.679 1.837
25 H 3.635 1.607 1.470

Cartesian forces (eV/Å) of the 3 atoms listed first:
O -0.604 -3.817 -0.685
O -0.068 -1.187 -0.155
O 1.128 1.791 0.339

Atom charges from the Mulliken analysis, given in e for atoms 1 to 8: O -0.430; O -0.123; O -0.163; C 0.583; C -1.551; C -0.821; C -0.076; C 0.100

***

2.
This record from the Open Molecules 2025 dataset describes the molecule C9H13O7P. The level of theory is the ωB97M-V functional and the def2-TZVPD basis.

Computed properties:
- Net charge: 0
- Kohn-Sham gap: 8.593 eV
- Maximum force: 0.6 eV/A
- SMILES: CP(O)C1=C(COCOCCO)C(=O)OC1=O
- 2S+1: 1
- DFT total energy: -33163.7284 eV
- E_LUMO: -0.035 Ha

CARTESIAN COORDINATES (ANGSTROEM)
1 P -2.777 -0.785 -1.509
2 O 2.770 -2.599 2.390
3 O 1.170 -0.691 -2.477
4 O 1.640 1.517 -2.439
5 O -2.845 -1.130 0.113
6 O 2.234 0.824 1.280
7 O 0.569 2.142 0.409
8 O -0.122 -2.535 -2.357
9 C -0.025 -1.358 -2.253
10 C -3.443 0.924 -1.565
11 C 1.001 0.606 -2.042
12 C -1.002 -0.390 -1.662
13 C 2.025 -1.389 2.363
14 C 0.917 1.253 1.450
15 C -0.583 1.781 -0.320
16 C 2.415 -0.572 1.128
17 C -0.281 0.654 -1.257
18 H 0.972 -1.680 2.320
19 H -3.359 1.434 -0.605
20 H -0.939 2.671 -0.840
21 H -3.629 -1.681 0.255
22 H 0.843 1.795 2.395
23 H -2.897 1.510 -2.307
24 H 3.477 -0.736 0.953
25 H 2.170 -0.788 3.265
26 H 1.897 -0.958 0.241
27 H -1.365 1.451 0.370
28 H 0.226 0.400 1.480
29 H 3.432 -2.554 3.088
30 H -4.489 0.885 -1.867

Cartesian forces (eV/Å) of the 3 atoms listed first:
P -0.161 -0.217 -0.229
O 0.072 -0.040 0.216
O 0.028 -0.116 -0.198

Atom charges from the Mulliken analysis, given in e for atoms 1 to 8: P 0.032; O -0.531; O -0.366; O -0.498; O -0.493; O -0.349; O -0.350; O -0.492

***

3.
This record from the Open Molecules 2025 dataset describes the molecule C9H13OP in a non-equilibrium geometry. The level of theory is the ωB97M-V functional and the def2-TZVPD basis.

Computed properties:
- Net charge: 0
- ⟨S²⟩: 2.02
- Relative energy (zero: lowest compared OMol25 entry of this formula, charge and spin): 2.24 kcal per mole
- Kohn-Sham gap (spin up / spin down): 4.979 / 5.859 eV
- Maximum force: 4.3 eV/A
- 2S+1: 3
- DFT total energy: -20875.1183 eV
- E_LUMO (spin up / spin down): 0.033 / -0.102 Ha

CARTESIAN COORDINATES (ANGSTROEM)
1 P -1.388 0.681 0.237
2 O -2.433 -0.595 0.226
3 C 1.363 0.835 0.243
4 C 2.782 -1.022 -0.381
5 C 1.696 -1.804 -0.617
6 C -1.802 1.202 -1.552
7 C -2.741 -1.525 1.288
8 C 0.424 -1.286 -0.505
9 C 2.649 0.302 0.099
10 C 1.159 2.188 0.851
11 C 0.261 0.066 -0.123
12 H 3.831 -1.485 -0.487
13 H 2.067 2.752 0.770
14 H -3.805 -1.324 1.478
15 H -2.380 -2.518 1.054
16 H 3.484 0.937 0.525
17 H 1.655 -2.732 -1.089
18 H -1.008 1.811 -1.853
19 H 0.362 2.812 0.282
20 H 0.742 2.072 1.870
21 H -2.118 -1.317 2.151
22 H -0.436 -1.925 -0.764
23 H -2.730 1.592 -1.568
24 H -1.638 0.282 -2.138

Cartesian forces (eV/Å) of the 3 atoms listed first:
P 1.594 -1.539 -2.401
O 0.064 0.281 -0.003
C 2.802 0.630 0.418

Atom charges from the Mulliken analysis, given in e for atoms 1 to 8: P 0.178; O -0.196; C 0.670; C -0.571; C -0.600; C -1.204; C -0.739; C -0.395

***

4.
This record from the Open Molecules 2025 dataset describes the molecule C9H13P in a non-equilibrium geometry. The level of theory is the ωB97M-V functional and the def2-TZVPD basis.

Computed properties:
- Net charge: 0
- Relative energy (zero: lowest compared OMol25 entry of this formula, charge and spin): 53.81 kcal per mole
- Kohn-Sham gap: 9.236 eV
- Maximum force: 4.3 eV/A
- SMILES: CP1[C@]23CC[C@@H]4[C@H](CC2)[C@@]413
- 2S+1: 1
- DFT total energy: -18828.4584 eV
- E_LUMO: 0.037 Ha

CARTESIAN COORDINATES (ANGSTROEM)
1 P -1.937 1.073 -0.586
2 C -0.133 -0.588 1.285
3 C -2.971 -0.457 -0.695
4 C -0.334 0.328 -0.937
5 C -0.550 0.651 0.521
6 C 0.819 -0.596 -0.933
7 C 0.767 -1.387 0.331
8 C 0.227 1.887 0.839
9 C 1.362 0.801 -1.147
10 C 1.624 1.529 0.140
11 H 1.834 1.182 -2.009
12 H 0.374 2.120 1.888
13 H -3.606 -0.314 -1.627
14 H 2.096 0.798 0.938
15 H 1.883 -1.731 0.695
16 H 0.377 -0.297 2.112
17 H -0.342 2.683 0.423
18 H 0.423 -2.451 0.086
19 H -0.990 -1.256 1.441
20 H -3.717 -0.515 0.123
21 H -2.383 -1.396 -0.785
22 H 0.849 -1.257 -1.814
23 H 2.300 2.433 -0.040

Cartesian forces (eV/Å) of the 3 atoms listed first:
P -0.151 -1.369 -0.452
C -1.877 -1.689 -2.465
C -1.185 -0.088 -0.765

Atom charges from the Mulliken analysis, given in e for atoms 1 to 8: P -0.099; C -1.265; C -0.920; C -0.381; C 1.076; C 0.158; C -0.700; C -1.330

***

5.
This record from the Open Molecules 2025 dataset describes a structure of composition C9H13SSi in a non-equilibrium geometry. The level of theory is the ωB97M-V functional and the def2-TZVPD basis.

Computed properties:
- Net charge: -1
- Relative energy (zero: lowest compared OMol25 entry of this formula, charge and spin): 14.68 kcal per mole
- Kohn-Sham gap: 6.435 eV
- Maximum force: 5.0 eV/A
- 2S+1: 1
- DFT total energy: -28257.3297 eV
- E_LUMO: 0.132 Ha

CARTESIAN COORDINATES (ANGSTROEM)
1 S 3.279 -0.748 -0.067
2 Si -0.057 0.407 0.721
3 C 1.102 -2.037 -3.202
4 C -1.883 1.015 0.771
5 C 2.193 -1.732 -2.381
6 C 2.115 -1.109 -1.173
7 C 0.259 -0.600 -0.800
8 C 0.171 -0.562 2.360
9 C -0.204 -1.743 -2.915
10 C 1.032 1.975 0.781
11 C -0.589 -1.041 -1.751
12 H 0.244 0.101 3.219
13 H 2.073 1.696 0.673
14 H 0.786 2.656 -0.030
15 H 3.183 -2.026 -2.724
16 H 1.322 -2.559 -4.129
17 H 1.082 -1.150 2.325
18 H -0.979 -2.041 -3.613
19 H -2.558 0.173 0.895
20 H -2.158 1.518 -0.151
21 H -2.063 1.709 1.588
22 H 0.931 2.513 1.721
23 H -0.659 -1.243 2.533
24 H -1.657 -0.849 -1.635

Cartesian forces (eV/Å) of the 3 atoms listed first:
S 0.829 0.185 0.744
Si -0.012 0.438 0.666
C -0.461 -0.034 -0.084

Atom charges from the Mulliken analysis, given in e for atoms 1 to 8: S -0.512; Si 0.143; C -0.108; C -1.129; C -0.279; C -0.258; C -0.308; C -1.022

***

6.
This record from the Open Molecules 2025 dataset describes a cluster of 2 separate species, C9H14 in total in a non-equilibrium geometry. The level of theory is the ωB97M-V functional and the def2-TZVPD basis.

Computed properties:
- Net charge: -1
- ⟨S²⟩: 0.76
- Relative energy (zero: lowest compared OMol25 entry of this formula, charge and spin): 5.85 kcal per mole
- Kohn-Sham gap (spin up / spin down): 2.874 / 6.948 eV
- Maximum force: 1.3 eV/A
- 2S+1: 2
- DFT total energy: -9558.5434 eV
- E_LUMO (spin up / spin down): 0.136 / 0.133 Ha

CARTESIAN COORDINATES (ANGSTROEM)
1 C -3.432 -1.597 -0.997
2 C 1.685 1.466 1.969
3 C 1.576 0.789 -0.378
4 C 1.231 -0.548 -0.001
5 C 1.416 -0.879 1.378
6 C -2.716 -0.558 -0.144
7 C 1.553 0.125 2.328
8 C 1.780 1.012 -1.860
9 C 1.788 1.759 0.553
10 H 1.454 -1.897 1.774
11 H -1.866 -0.158 -0.685
12 H 1.800 2.061 -2.169
13 H -3.813 -1.115 -1.898
14 H 1.961 2.275 2.634
15 H 0.988 -1.341 -0.693
16 H -3.319 0.302 0.165
17 H -2.322 -0.985 0.786
18 H 1.460 -0.149 3.374
19 H 2.707 0.534 -2.207
20 H 0.973 0.501 -2.387
21 H 2.070 2.753 0.225
22 H -4.273 -2.023 -0.450
23 H -2.699 -2.329 -1.316

Cartesian forces (eV/Å) of the 3 atoms listed first:
C -0.019 0.875 0.146
C 0.011 0.938 -0.943
C 0.025 -0.517 -0.778

Atom charges from the Mulliken analysis, given in e for atoms 1 to 8: C -0.876; C -1.017; C 0.313; C -0.600; C -0.836; C -0.749; C 0.145; C -1.307

***

7.
This record from the Open Molecules 2025 dataset describes a cluster of 2 separate species, C9H14 in total in a non-equilibrium geometry. The level of theory is the ωB97M-V functional and the def2-TZVPD basis.

Computed properties:
- Net charge: -1
- ⟨S²⟩: 0.76
- Relative energy (zero: lowest compared OMol25 entry of this formula, charge and spin): 9.91 kcal per mole
- Kohn-Sham gap (spin up / spin down): 2.931 / 7.062 eV
- Maximum force: 1.4 eV/A
- 2S+1: 2
- DFT total energy: -9558.3673 eV
- E_LUMO (spin up / spin down): 0.140 / 0.136 Ha

CARTESIAN COORDINATES (ANGSTROEM)
1 C 0.575 2.673 0.977
2 C -1.780 -1.445 -0.791
3 C -2.269 -2.551 0.152
4 C 1.562 0.684 1.919
5 C 0.797 2.105 -0.332
6 C 1.210 0.183 -1.849
7 C 1.212 0.801 -0.486
8 C 0.929 1.907 2.088
9 C 1.560 0.019 0.638
10 H 0.904 0.871 -2.651
11 H -2.355 -0.533 -0.606
12 H -3.112 -3.078 -0.296
13 H -1.523 -3.318 0.364
14 H 0.647 2.144 3.111
15 H -2.030 -1.716 -1.811
16 H -0.754 -1.184 -0.557
17 H 0.445 -0.588 -1.968
18 H -2.553 -2.189 1.140
19 H 0.146 3.664 1.050
20 H 2.149 -0.249 -2.215
21 H 0.572 2.719 -1.201
22 H 1.722 -1.052 0.556
23 H 1.946 0.132 2.767

Cartesian forces (eV/Å) of the 3 atoms listed first:
C -0.291 -0.096 -0.104
C -0.869 0.127 0.969
C -0.028 -0.275 0.060

Atom charges from the Mulliken analysis, given in e for atoms 1 to 8: C -0.630; C -0.306; C -1.105; C -0.878; C -0.464; C -1.184; C 0.530; C -0.133

***

8.
This record from the Open Molecules 2025 dataset describes a cluster of 2 separate species, C9H14 in total in a non-equilibrium geometry. The level of theory is the ωB97M-V functional and the def2-TZVPD basis.

Computed properties:
- Net charge: 0
- Relative energy (zero: lowest compared OMol25 entry of this formula, charge and spin): 14.55 kcal per mole
- Kohn-Sham gap: 9.993 eV
- Maximum force: 1.5 eV/A
- SMILES: Cc1ccccc1.CC
- 2S+1: 1
- DFT total energy: -9559.5505 eV
- E_LUMO: 0.039 Ha

CARTESIAN COORDINATES (ANGSTROEM)
1 C 2.803 -0.780 -0.278
2 C -3.300 0.615 0.660
3 C 0.677 -1.188 -1.362
4 C 1.009 0.783 -0.004
5 C 1.999 -1.574 -1.080
6 C -3.532 -0.176 -0.620
7 C 2.256 0.315 0.365
8 C 0.166 -0.022 -0.776
9 C 3.014 0.967 1.491
10 H 4.010 1.310 1.236
11 H -2.606 0.076 1.327
12 H -4.010 0.351 -1.456
13 H 2.431 1.801 1.878
14 H -2.668 -0.745 -0.972
15 H -4.293 -0.940 -0.374
16 H -4.219 0.667 1.252
17 H 3.838 -1.101 -0.266
18 H 0.040 -1.810 -1.971
19 H -2.859 1.622 0.553
20 H 3.099 0.363 2.405
21 H -0.920 0.213 -0.866
22 H 0.669 1.747 0.352
23 H 2.396 -2.497 -1.493

Cartesian forces (eV/Å) of the 3 atoms listed first:
C -0.371 -1.204 -0.763
C 0.581 0.062 0.676
C 0.182 0.106 0.961

Atom charges from the Mulliken analysis, given in e for atoms 1 to 8: C -0.440; C -0.830; C -0.404; C -0.687; C -0.353; C -0.784; C 0.729; C -0.144

***

9.
This record from the Open Molecules 2025 dataset describes a cluster of 2 separate species, C9H14 in total in a non-equilibrium geometry. The level of theory is the ωB97M-V functional and the def2-TZVPD basis.

Computed properties:
- Net charge: 0
- Relative energy (zero: lowest compared OMol25 entry of this formula, charge and spin): 48.18 kcal per mole
- Kohn-Sham gap: 10.003 eV
- Maximum force: 5.7 eV/A
- SMILES: Cc1ccccc1.CC
- 2S+1: 1
- DFT total energy: -9558.0923 eV
- E_LUMO: 0.038 Ha

CARTESIAN COORDINATES (ANGSTROEM)
1 C 2.306 -1.064 -0.204
2 C 1.472 -0.705 0.842
3 C 0.093 -1.071 0.821
4 C -0.448 -1.735 -0.255
5 C -0.361 2.804 -0.382
6 C -0.786 -0.751 1.984
7 C -1.533 2.033 -0.783
8 C 1.738 -1.784 -1.349
9 C 0.390 -2.127 -1.308
10 H -1.600 0.971 -0.721
11 H -0.198 -0.721 2.930
12 H -0.084 3.381 -1.392
13 H -1.314 0.122 1.869
14 H 0.022 -2.757 -1.995
15 H 1.755 -0.197 1.753
16 H -1.473 -1.531 2.342
17 H 3.324 -0.829 -0.103
18 H -0.479 3.402 0.502
19 H -1.465 -2.090 -0.210
20 H -1.990 2.397 -1.729
21 H -2.544 2.023 -0.149
22 H 0.577 2.254 -0.441
23 H 2.596 -2.027 -2.022

Cartesian forces (eV/Å) of the 3 atoms listed first:
C -2.936 -0.707 -0.725
C -1.541 -0.696 -0.324
C 0.360 0.216 0.060

Atom charges from the Mulliken analysis, given in e for atoms 1 to 8: C -0.472; C -0.424; C 0.873; C -0.392; C -0.731; C -1.488; C -0.759; C -0.495

***

10.
This record from the Open Molecules 2025 dataset describes a cluster of 2 separate species, C9H14 in total in a non-equilibrium geometry. The level of theory is the ωB97M-V functional and the def2-TZVPD basis.

Computed properties:
- Net charge: 0
- Relative energy (zero: lowest compared OMol25 entry of this formula, charge and spin): 32.56 kcal per mole
- Kohn-Sham gap: 10.079 eV
- Maximum force: 3.0 eV/A
- SMILES: Cc1ccccc1.CC
- 2S+1: 1
- DFT total energy: -9558.7694 eV
- E_LUMO: 0.036 Ha

CARTESIAN COORDINATES (ANGSTROEM)
1 C -2.092 1.514 -2.160
2 C -2.054 0.697 -0.834
3 C -0.195 0.496 2.099
4 C 1.600 0.409 0.361
5 C 1.493 -0.997 0.319
6 C 0.750 1.090 1.235
7 C 2.204 -1.658 -0.799
8 C 0.014 -0.861 2.193
9 C 0.831 -1.623 1.364
10 H -1.260 1.191 -2.789
11 H 1.467 -2.306 -1.299
12 H -0.518 -1.432 2.977
13 H -0.656 1.069 2.894
14 H -3.058 1.557 -2.666
15 H -2.890 0.010 -0.658
16 H -1.133 0.112 -0.922
17 H 2.707 -1.139 -1.616
18 H -1.725 2.507 -1.845
19 H 3.021 -2.334 -0.511
20 H -2.071 1.247 0.101
21 H 2.263 0.993 -0.268
22 H 0.630 -2.691 1.364
23 H 0.673 2.150 1.460

Cartesian forces (eV/Å) of the 3 atoms listed first:
C 0.842 0.703 1.597
C -0.252 -0.855 -0.617
C 2.859 -0.991 -0.319

Atom charges from the Mulliken analysis, given in e for atoms 1 to 8: C -0.932; C -0.437; C -0.814; C -0.677; C 1.118; C -0.147; C -1.437; C -0.169